Here is 3 unconnected molecules or ions with the total composition C23H31F9N3O7 in a non-equilibrium geometry from the Open Molecules 2025 dataset. Energies are from the ωB97M-V functional and the def2-TZVPD basis.

Last column: Löwdin charge in e.
Positions of all 73 atoms, in Å:
C (1.4229, -1.0007, 0.4067)  -0.062
C (1.4799, -1.2454, -1.1049)  -0.227
N (0.3998, -2.1530, -1.5184)  -0.086
C (-0.0743, -1.9374, -2.8745)  -0.147
C (0.9261, -2.2842, -4.0110)  -0.082
C (1.4867, -1.0945, -4.7488)  -0.132
C (2.8343, -1.0339, -5.0992)  0.097
C (3.3801, 0.0723, -5.7602)  -0.144
C (4.8420, 0.1525, -6.1165)  -0.108
C (5.2404, -0.7461, -7.3025)  -0.038
C (5.7781, -2.1226, -6.9160)  -0.603
F (5.5449, -2.4308, -5.6155)  0.110
F (7.1060, -2.2018, -7.0956)  0.147
F (5.2098, -3.0927, -7.6523)  0.140
C (2.5261, 1.1114, -6.0525)  0.043
N (1.2209, 1.0525, -5.7210)  0.001
C (0.3763, 2.2184, -6.0592)  -0.151
O (-0.7116, 2.2163, -5.1788)  -0.129
N (-1.8609, 3.0106, -5.7783)  0.064
O (-2.8067, 2.3820, -5.7667)  0.172
C (0.6958, -0.0071, -5.0879)  0.059
C (0.6096, -3.5280, -1.1958)  -0.469
C (2.0130, -4.0683, -1.0323)  0.006
O (-0.3418, -4.2500, -1.0416)  0.117
H (1.8506, -0.0363, 0.6758)  0.084
H (0.3770, -0.9956, 0.6935)  0.057
H (1.9119, -1.7950, 0.9707)  0.073
H (2.4722, -1.6185, -1.3837)  0.106
H (1.3056, -0.2852, -1.5946)  0.116
H (-0.3679, -0.8888, -2.9404)  0.110
H (-0.9814, -2.5270, -3.0054)  0.130
H (1.7742, -2.8308, -3.6006)  0.103
H (0.4640, -2.9542, -4.7402)  0.138
H (3.4796, -1.8620, -4.8339)  0.132
H (5.4512, -0.0843, -5.2447)  0.136
H (5.0788, 1.1816, -6.3880)  0.123
H (4.4278, -0.8899, -8.0123)  0.134
H (6.0466, -0.2504, -7.8418)  0.133
H (2.8584, 2.0157, -6.5442)  0.154
H (0.0408, 2.1395, -7.0961)  0.149
H (0.9735, 3.1243, -5.9360)  0.145
H (-0.3560, 0.0461, -4.8552)  0.146
H (2.4863, -3.7051, -0.1192)  0.084
H (1.9245, -5.1487, -0.9390)  0.093
H (2.6663, -3.8523, -1.8781)  0.072
C (-4.4331, -1.2029, 4.6818)  -0.052
C (-3.7676, 0.1194, 4.9915)  -0.184
O (-2.5251, 0.2571, 4.2582)  0.044
C (-2.6295, 0.6551, 3.0072)  -0.410
O (-3.6226, 0.9206, 2.3979)  0.173
C (-1.2218, 0.7884, 2.3896)  -0.540
F (-0.4473, -0.2624, 2.6872)  0.153
F (-0.6135, 1.8900, 2.8464)  0.169
F (-1.3038, 0.8862, 1.0620)  0.157
H (-3.7505, -2.0292, 4.8821)  0.084
H (-5.3224, -1.3231, 5.2990)  0.086
H (-4.7282, -1.2605, 3.6343)  0.078
H (-3.4947, 0.1769, 6.0418)  0.112
H (-4.4195, 0.9617, 4.7707)  0.115
C (-1.6781, 3.0519, 10.3149)  -0.058
C (-3.1256, 2.7542, 10.6342)  -0.187
O (-4.0080, 3.3157, 9.6360)  0.039
C (-4.1626, 2.6136, 8.5299)  -0.399
O (-3.6531, 1.5641, 8.2634)  0.160
C (-5.1658, 3.3418, 7.6091)  -0.546
F (-4.9007, 4.6482, 7.5484)  0.174
F (-6.4069, 3.1852, 8.0826)  0.174
F (-5.1275, 2.8518, 6.3713)  0.165
H (-1.5261, 4.1253, 10.2014)  0.085
H (-1.0393, 2.6902, 11.1196)  0.085
H (-1.3731, 2.5680, 9.3877)  0.078
H (-3.4244, 3.2254, 11.5672)  0.127
H (-3.3101, 1.6845, 10.7206)  0.126

Computed properties:
Energy = -67605.9671 eV
Kohn-Sham gap = 7.39 eV
LUMO energy = -0.1556 Ha
Charge = +1

=====

Here is 2 unconnected molecules or ions with the total composition C15H18 in a non-equilibrium geometry from the Open Molecules 2025 dataset. Energies are from the ωB97M-V functional and the def2-TZVPD basis.

Last column: Mulliken spin population.
Positions of all 33 atoms, in Å:
C (0.6092, 3.5265, 1.2442)  0.069
C (0.9307, 5.0038, 0.9048)  0.042
C (0.9564, 2.5355, 0.1635)  -0.851
C (0.5488, 2.8725, -1.1824)  1.014
C (1.7441, 1.4534, 0.4098)  0.850
C (0.9591, 2.0271, -2.2024)  -0.766
C (1.8882, 0.4339, -0.6248)  -0.048
C (1.5976, 0.8120, -1.9132)  0.634
H (0.9276, 3.3335, 2.2579)  0.100
H (-0.4949, 3.5577, 1.3390)  -0.032
H (0.0830, 5.6860, 0.7500)  -0.034
H (0.0803, 3.8414, -1.2598)  0.208
H (2.0319, 1.0656, 1.3737)  0.008
H (0.7087, 2.1915, -3.2462)  -0.155
H (2.3709, -0.4781, -0.3016)  -0.209
H (1.7878, 0.1239, -2.7390)  0.070
H (1.5451, 5.2438, 0.0352)  0.056
H (1.5808, 5.4808, 1.6544)  -0.096
C (0.7821, -3.8268, 1.0859)  0.048
C (-1.8164, -2.0607, -1.0200)  -0.058
C (-3.0048, -2.1093, -0.2918)  -0.033
C (-0.6275, -2.5124, -0.5239)  0.358
C (-0.5312, -3.2104, 0.7144)  -0.150
C (-2.9051, -2.6099, 1.0032)  -0.073
C (-1.7264, -3.2645, 1.4132)  0.097
H (-1.7409, -1.4979, -1.9475)  0.007
H (-3.9203, -1.7282, -0.7082)  -0.031
H (0.3560, -2.3260, -0.9456)  0.039
H (-3.6097, -2.4688, 1.8154)  -0.009
H (1.4888, -3.5938, 0.2774)  -0.032
H (0.7899, -4.9167, 1.1112)  -0.026
H (-1.7584, -3.9072, 2.2946)  0.009
H (1.2218, -3.3025, 1.9306)  -0.008

Computed properties:
Spin multiplicity = 2
Energy = -15844.6429 eV
Kohn-Sham gap (alpha / beta) = 2.36 / 7.32 eV
LUMO energy (alpha / beta) = 0.1206 / 0.1142 Ha
Charge = -1

=====

Here is a molecular structure, C34H45N4O5S2SiY in a non-equilibrium geometry from the Open Molecules 2025 dataset. Energies are from the ωB97M-V functional and the def2-TZVPD basis.

Last column: Löwdin charge in e.
Positions of all 92 atoms, in Å:
Y (0.7090, -0.0528, -1.1327)  1.415
C (-1.5564, -2.1007, -3.8967)  -0.024
C (-0.4970, -2.3795, -2.8681)  -0.257
N (0.6922, -1.6613, -2.8851)  -0.150
N (1.8228, -2.3937, -2.9830)  -0.102
C (2.9940, -1.9959, -2.5788)  -1.098
S (3.3581, -0.5572, -1.6746)  0.455
S (4.3057, -2.9407, -3.3769)  0.874
C (5.3795, -3.3675, -1.9559)  -0.424
C (5.2085, -4.8226, -1.5184)  -0.271
C (3.9615, -5.4799, -1.5401)  -0.060
C (3.8579, -6.7678, -1.0300)  -0.087
C (4.9654, -7.4528, -0.4932)  -0.097
C (6.2182, -6.8395, -0.5451)  -0.095
C (6.3306, -5.5488, -1.0680)  -0.057
C (-0.6402, -3.4582, -1.9445)  -0.129
C (-1.5206, -4.5376, -2.1264)  -0.046
C (-1.8658, -5.4595, -1.1343)  -0.095
C (-1.2737, -5.3320, 0.1236)  -0.085
C (-0.4590, -4.2564, 0.3766)  -0.022
C (-0.1291, -3.2523, -0.5794)  -0.334
O (0.5140, -2.1915, -0.2440)  -0.194
H (-1.2711, -2.4537, -4.9169)  0.107
H (-1.6921, -1.0132, -3.8916)  0.073
H (-2.5224, -2.5454, -3.6307)  0.078
H (5.1632, -2.7578, -1.0809)  0.066
H (6.3991, -3.1327, -2.1921)  0.063
H (3.0856, -4.9818, -1.9373)  0.088
H (2.8946, -7.3152, -0.9566)  0.109
H (4.9071, -8.4799, -0.1850)  0.089
H (7.1068, -7.3090, -0.1417)  0.096
H (7.2935, -5.0403, -1.0785)  0.105
H (-1.8906, -4.6941, -3.1691)  0.123
H (-2.5257, -6.2677, -1.3646)  0.088
H (-1.3732, -6.0683, 0.9294)  0.112
H (0.0650, -4.1706, 1.3228)  0.113
C (-4.1988, 3.7215, 1.4102)  -0.027
C (-3.2304, 3.6415, 0.2506)  -0.659
C (-2.9037, 4.9911, -0.3263)  -0.034
C (-3.7211, 2.6577, -0.8105)  -0.028
O (-1.9612, 3.1955, 0.7300)  -0.126
Si (-1.1604, 1.9174, 1.3538)  -0.004
O (-0.5170, 0.9801, 0.2064)  -0.406
O (0.1215, 2.3971, 2.2194)  -0.095
C (0.3404, 3.6174, 2.9947)  -0.641
C (0.6741, 4.7419, 2.0676)  -0.049
C (1.4883, 3.3056, 3.9431)  -0.026
C (-0.9441, 3.9777, 3.7209)  -0.025
O (-2.3154, 1.1289, 2.2206)  -0.106
C (-2.3696, 0.1206, 3.2738)  -0.602
C (-3.5963, -0.7166, 2.9857)  -0.046
C (-2.4276, 0.8316, 4.6310)  -0.022
C (-1.1649, -0.8502, 3.1888)  -0.023
H (-5.1297, 4.2697, 1.0850)  0.106
H (-3.7271, 4.2402, 2.2668)  0.081
H (-4.4880, 2.7046, 1.7940)  0.096
H (-3.7659, 5.4257, -0.8186)  0.080
H (-2.0630, 4.9085, -1.0566)  0.094
H (-2.6829, 5.7083, 0.4846)  0.097
H (-4.6903, 3.0032, -1.1648)  0.081
H (-3.9367, 1.6633, -0.3974)  0.086
H (-3.0271, 2.4995, -1.6858)  0.099
H (1.5880, 4.3990, 1.5385)  0.092
H (0.8912, 5.6578, 2.6537)  0.101
H (-0.0832, 4.9346, 1.2757)  0.079
H (2.3741, 2.8823, 3.4353)  0.094
H (1.1600, 2.4635, 4.5497)  0.077
H (1.7977, 4.1455, 4.6015)  0.100
H (-1.7902, 4.1075, 3.0258)  0.069
H (-0.7548, 4.9197, 4.2730)  0.103
H (-1.2073, 3.1936, 4.4380)  0.063
H (-4.4666, -0.0452, 3.1178)  0.089
H (-3.7362, -1.5443, 3.6721)  0.079
H (-3.6347, -1.1525, 1.9699)  0.097
H (-3.1665, 1.6089, 4.6506)  0.079
H (-1.4454, 1.2759, 4.8779)  0.075
H (-2.6925, 0.0990, 5.3920)  0.089
H (-0.9813, -1.1448, 2.1651)  0.068
H (-1.3087, -1.7233, 3.8396)  0.090
H (-0.2847, -0.3547, 3.6325)  0.086
N (1.2892, 6.2057, -1.2117)  0.196
C (1.2505, 5.2607, -1.8963)  -0.174
C (1.1450, 4.1049, -2.7006)  -0.194
C (1.1497, 4.1951, -4.1359)  0.040
C (0.8028, 3.0495, -4.8684)  -0.022
C (0.6065, 1.8540, -4.1734)  -0.094
N (0.6736, 1.7392, -2.8341)  -0.020
C (0.9138, 2.8715, -2.1176)  -0.074
H (1.4535, 5.1452, -4.6023)  0.133
H (0.6994, 2.9712, -5.9551)  0.120
H (0.4017, 0.9953, -4.7821)  0.112
H (0.7366, 2.8818, -1.0301)  0.120

Computed properties:
Energy = -82784.2342 eV
Kohn-Sham gap (alpha / beta) = 6.04 / 6.04 eV
LUMO energy (alpha / beta) = -0.0452 / -0.0452 Ha
Charge = 0

=====

Which value of energy does entry 3 give? -82784.2342 eV

=====

Among the records above, which one has the lowest charge? C15H18

=====

Look up the charge of the third one. 0

=====

charge of number 3 (C34H45N4O5S2SiY)? 0